Record 1
Below is a 2-piece molecular cluster, C4H13N2 overall, with properties calculated with ωB97M-V with the def2-TZVPD basis set.

largest force on an atom = 0.090 Eh/bohr
expectation value of S² = 0.754
multiplicity = 2
total charge = +2
ΔE to the lowest compared entry with this formula, charge and spin = 39.8 kcal/mol

Geometry (Å):
1 C -2.7282 -1.8382 0.3553
2 N -1.5643 -1.4313 0.6928
3 H -3.0134 -2.8676 0.5756
4 H -3.4238 -1.1806 -0.1583
5 H -1.3245 -0.4355 0.7365
6 H -0.7420 -2.0264 0.7555
7 C 1.1878 -0.6112 -0.4819
8 C 1.0621 0.9191 -0.5983
9 C -0.2846 1.4591 -0.0720
10 N 2.1899 1.5862 0.0508
11 H 0.3798 -1.0914 -1.0305
12 H 2.1262 -0.9610 -0.9197
13 H 1.1864 -0.9645 0.5590
14 H 1.1176 1.1203 -1.6706
15 H -0.3694 2.5280 -0.2728
16 H -1.1452 0.9790 -0.5411
17 H -0.4041 1.3538 1.0155
18 H 3.0640 1.3830 -0.4667
19 H 2.4092 1.1096 0.9439

The computed natural (NBO) charges, all in e, follow:
1 C 0.203
2 N -0.611
3 H 0.258
4 H 0.249
5 H 0.438
6 H 0.450
7 C -0.609
8 C -0.117
9 C -0.640
10 N -0.191
11 H 0.260
12 H 0.270
13 H 0.212
14 H 0.260
15 H 0.286
16 H 0.227
17 H 0.222
18 H 0.424
19 H 0.409


Record 2
Below is a 2-piece molecular cluster, C4H13N2O overall, with properties calculated with ωB97M-V with the def2-TZVPD basis set.

largest force on an atom = 0.040 Eh/bohr
expectation value of S² = 0.753
multiplicity = 2
ΔE to the lowest compared entry with this formula, charge and spin = 51.6 kcal/mol

Geometry (Å):
1 C 0.2531 -2.0157 -0.9135
2 C -0.3130 -0.7656 -1.6437
3 C -0.4785 0.4803 -0.8467
4 C 0.0329 1.6792 -1.1657
5 N -1.2026 0.3497 0.4447
6 N 0.8005 -1.6926 0.4055
7 H -0.6059 -2.6667 -0.6972
8 H 0.8838 -2.5625 -1.6175
9 H -1.2329 -1.0234 -2.1873
10 H 0.3620 -0.5317 -2.4817
11 H 0.6816 1.7702 -2.0350
12 H -0.1125 2.6134 -0.6542
13 H -0.8441 0.9496 1.2458
14 H -1.0355 -0.6076 0.8106
15 H -2.1857 0.5496 0.3432
16 H 0.7102 -2.4839 1.0223
17 H 1.7697 -1.4192 0.3538
18 H 1.4613 1.3191 2.8214
19 H 0.8033 2.7002 2.9453
20 O 0.6274 1.7872 2.6885

The computed natural (NBO) charges, all in e, follow:
1 C -0.236
2 C -0.454
3 C -0.047
4 C -0.609
5 N -0.779
6 N -0.892
7 H 0.176
8 H 0.184
9 H 0.203
10 H 0.214
11 H 0.190
12 H 0.197
13 H 0.408
14 H 0.401
15 H 0.411
16 H 0.365
17 H 0.364
18 H 0.461
19 H 0.465
20 O -1.023